Density functional theory data (ωB97M-V with the def2-TZVPD basis set) for C18H37O3P3Pt as an isolated structure.

Each line ends with the Mulliken spin population.
CARTESIAN COORDINATES (ANGSTROEM)
Pt (-0.790685, -1.465967, -0.824007)  0.83
P (3.410182, 1.245242, -0.876256)  0.10
P (0.303081, -3.516557, 0.622665)  0.37
P (-2.659166, 2.889789, 0.984051)  0.59
O (0.613801, 2.017856, 1.328757)  0.02
O (-1.425084, -0.434931, 1.936429)  0.05
O (2.118291, -0.877250, 0.720665)  0.23
C (1.754837, -4.301311, -0.146450)  0.02
C (-0.933283, -4.848736, 0.693122)  0.03
C (-1.103755, -2.708405, -2.563417)  0.09
C (4.228288, 0.649876, -2.351253)  0.01
C (0.841729, -3.321943, 2.346483)  0.02
C (2.288609, 2.564469, -1.328846)  0.03
C (0.016681, -1.900187, -2.843480)  0.04
C (-3.852502, 1.483418, 1.078252)  0.09
C (-3.456367, 3.824053, -0.380256)  0.07
C (-1.226929, -0.817830, 0.856140)  0.02
C (-1.243829, 0.095553, -2.302936)  -0.01
C (-0.055139, -0.508272, -2.749094)  0.20
C (0.903271, 1.969309, 2.734309)  0.00
C (-2.412406, -0.693388, -2.123432)  0.14
C (4.484081, 1.731947, 0.483032)  0.04
C (2.454902, -0.160608, -0.156249)  0.58
C (-2.333398, -2.096034, -2.230809)  0.07
C (-3.297218, 3.883642, 2.383090)  0.07
H (-0.006251, -3.006644, 2.965592)  0.00
H (1.867108, 1.458229, 2.844527)  0.00
H (-2.862626, 4.727833, -0.568989)  0.00
H (-4.877194, 1.842205, 0.899676)  0.03
H (3.877728, 2.110385, 1.328895)  0.00
H (2.887172, 3.438615, -1.625087)  0.00
H (-4.299631, 4.269531, 2.146451)  0.03
H (-0.491906, -5.707216, 1.218656)  0.01
H (-3.323805, -0.213918, -1.799508)  0.02
H (5.181461, 2.538714, 0.188653)  0.02
H (0.847631, 0.075854, -2.935394)  0.05
H (-4.479402, 4.103587, -0.091303)  0.03
H (-2.606448, 4.722701, 2.539770)  0.00
H (-0.317205, 2.317124, 1.215993)  0.06
H (3.486026, 0.203423, -3.033419)  0.00
H (-1.815408, -4.484935, 1.234955)  0.00
H (-3.782957, 1.024339, 2.073947)  0.00
H (1.910943, -5.271098, 0.349000)  0.01
H (-1.231325, -5.129753, -0.323525)  0.00
H (4.996064, -0.108020, -2.139895)  0.00
H (-3.179259, -2.743669, -1.982777)  0.01
H (0.132974, 1.403505, 3.281308)  0.00
H (1.632453, -2.562658, 2.391936)  0.01
H (1.641378, 2.840857, -0.489580)  -0.01
H (2.632622, -3.658891, 0.002246)  0.00
H (0.970404, 2.982461, 3.167078)  0.00
H (5.091675, 0.877840, 0.842597)  0.00
H (1.674199, 2.264944, -2.187634)  0.00
H (-3.467020, 3.220800, -1.296593)  0.00
H (-0.994744, -3.791145, -2.557083)  0.01
H (0.964644, -2.387391, -3.049159)  0.02
H (4.704607, 1.498391, -2.870104)  0.00
H (-3.592323, 0.732205, 0.317848)  -0.01
H (-3.326293, 3.268558, 3.291518)  0.00
H (1.227560, -4.291629, 2.696090)  0.01
H (1.588871, -4.445142, -1.221422)  0.00
H (-1.289716, 1.176272, -2.115772)  0.01

Forces on the atoms, in the same order (eV/Å):
3.306 -0.983 2.776
0.959 0.233 1.561
0.339 -1.614 0.457
-5.091 1.079 0.351
-0.910 0.013 -0.462
0.720 -1.256 -3.740
0.964 1.205 -0.376
-0.008 0.474 -0.383
-0.178 0.443 -0.141
0.306 -1.006 -1.543
0.034 -0.543 -0.246
-0.174 0.680 -0.030
-0.571 -0.089 -0.043
0.274 -1.488 -0.875
1.300 -1.168 0.108
1.710 0.124 -1.116
-1.576 2.109 6.956
-1.200 1.261 -1.383
0.274 0.911 -0.334
-0.008 0.182 0.700
-0.424 1.163 -1.060
0.715 0.497 0.195
-1.487 -0.684 -1.217
-0.999 -0.862 -0.231
1.719 0.064 0.940
0.236 -0.139 0.041
-0.290 0.152 0.017
-0.347 -0.030 -0.112
0.396 0.298 -0.003
0.123 -0.218 -0.493
0.056 -0.276 0.061
0.261 -0.259 -0.285
-0.188 0.166 -0.165
-0.155 -0.104 -0.086
-0.261 -0.295 0.023
-0.353 -0.102 0.154
0.305 -0.253 0.227
-0.375 0.027 0.210
1.031 -0.146 0.173
0.228 0.214 0.214
0.134 -0.247 -0.061
-0.117 0.035 -0.314
-0.011 0.234 -0.185
0.034 -0.144 0.247
-0.173 0.246 0.085
0.121 0.370 -0.123
0.312 0.095 -0.150
-0.190 -0.305 0.159
0.250 -0.107 -0.062
-0.152 -0.262 -0.051
0.058 -0.414 -0.217
-0.351 0.314 -0.304
0.199 0.091 0.126
-0.102 0.238 0.132
-0.178 0.209 -0.222
-0.075 0.102 -0.132
-0.156 -0.128 0.288
-0.328 0.100 0.249
0.030 0.243 -0.153
-0.160 0.244 -0.107
0.149 -0.162 0.239
0.047 -0.529 -0.285

The value obtained for the LUMO energy (alpha / beta) is -11.9 / -15.4 eV. The value obtained for the HOMO-LUMO gap (alpha / beta) is 0.247 / 0.228 hartree. The calculation puts the largest force on an atom at 7.44 eV Å⁻¹. The energy above the lowest of the compared OMol25 structures with the same formula, charge and spin is 0.00 kcal/mol. Its charge is +4. The total energy is -2075.41936 Ha. As for the multiplicity: 5.

=====

Density functional theory data (ωB97M-V with the def2-TZVPD basis set) for a 2-piece molecular cluster, C2H6O overall.

Each line ends with the Löwdin charge.
CARTESIAN COORDINATES (ANGSTROEM)
O (-1.119506, -0.240910, 0.659038)  0.00
C (1.062109, -0.011670, -1.651387)  -0.06
C (-0.308894, 0.238536, 1.402162)  -0.15
H (0.349754, 0.806338, -1.685869)  0.02
H (0.555246, -0.948665, -1.871082)  0.02
H (1.611720, -0.101963, -0.716926)  0.00
H (-0.466967, 0.225752, 2.500039)  0.08
H (0.673812, 0.633023, 1.087813)  0.07
H (1.801624, 0.132321, -2.443467)  0.02

Forces on the atoms, in the same order (eV/Å):
0.230 0.309 -0.053
0.474 -0.321 -0.701
-0.031 -0.559 0.552
0.012 0.024 0.296
-0.123 0.022 0.169
-0.229 0.150 0.057
-0.091 0.160 -0.099
-0.192 0.115 -0.271
-0.051 0.100 0.049

The value obtained for the LUMO energy is 0.9 eV. Its SMILES is C=O.C. The value obtained for the HOMO-LUMO gap is 0.409 hartree. The calculation puts the largest force on an atom at 0.90 eV Å⁻¹. The energy above the lowest of the compared OMol25 structures with the same formula, charge and spin is 17.20 kcal/mol. Its charge is 0. The total energy is -154.99840 Ha.

=====

Density functional theory data (ωB97M-V with the def2-TZVPD basis set) for a 2-piece molecular cluster, C5H12N2O overall.

Each line ends with the Löwdin charge.
CARTESIAN COORDINATES (ANGSTROEM)
O (1.472323, -1.644939, 0.146477)  -0.06
N (-2.453533, 0.814104, 0.269577)  0.25
N (1.699608, 1.365057, 0.585023)  0.20
C (-1.321811, -0.021040, 0.139330)  -0.33
C (-0.313664, 0.576445, -0.628671)  0.19
C (1.168802, 0.704235, -0.599133)  -0.29
C (1.692728, -0.798878, -0.927129)  -0.11
C (-1.488811, -1.362565, 0.566406)  0.21
H (0.020470, -0.247741, 1.583938)  0.37
H (2.715509, -0.644413, -0.965003)  0.13
H (-0.773651, 1.269582, -1.320670)  0.17
H (-2.829678, 1.265810, -0.526825)  0.14
H (-3.148506, 0.713763, 1.033305)  0.18
H (1.538592, 1.295441, -1.405121)  0.16
H (1.415814, 2.257433, 0.924727)  0.13
H (-1.456605, -2.007713, -0.281600)  0.13
H (1.138337, -1.184257, -1.809348)  0.16
H (-2.063489, -1.588804, 1.505389)  0.15
H (0.541964, -1.617041, 0.678848)  0.09
H (2.445602, 0.855525, 1.030476)  0.13

Forces on the atoms, in the same order (eV/Å):
-2.325 -0.175 2.511
1.947 -1.368 1.605
-0.724 -3.175 -0.390
-4.966 0.148 2.952
2.314 2.663 -1.957
-0.927 0.978 0.941
-3.420 -0.638 1.036
0.687 1.715 2.390
-1.226 -0.955 -0.871
2.224 0.114 -0.925
-0.025 -0.218 -1.123
0.209 1.291 -0.954
0.699 -0.366 -0.544
-0.174 0.195 -1.334
-0.329 0.521 0.012
1.288 -1.585 -0.040
0.998 0.550 -0.017
0.134 0.217 -1.416
3.439 -0.194 -2.410
0.177 0.282 0.534

The value obtained for the LUMO energy is -13.0 eV. The value obtained for the HOMO-LUMO gap is 0.204 hartree. The calculation puts the largest force on an atom at 5.78 eV Å⁻¹. The energy above the lowest of the compared OMol25 structures with the same formula, charge and spin is 242.70 kcal/mol. Its charge is +2. The total energy is -381.42071 Ha.

=====

Density functional theory data (ωB97M-V with the def2-TZVPD basis set) for C44H35As2CoF5IN3O as an isolated structure.

Each line ends with the Mulliken spin population.
CARTESIAN COORDINATES (ANGSTROEM)
I (1.518425, -3.617427, 0.715186)  0.03
As (-0.571812, -1.117317, 1.914699)  0.02
As (-1.341357, 1.667767, 0.025174)  0.02
Co (1.985749, -0.673927, -0.472250)  2.73
F (-0.050365, 2.943875, -2.098650)  0.00
F (2.019466, -0.900431, -3.948544)  0.00
F (-0.365961, 2.037982, -6.728193)  0.00
F (-0.938887, 3.613499, -4.552284)  0.00
F (1.171460, -0.205269, -6.367392)  0.00
O (1.236335, 0.590380, -1.686380)  0.07
N (3.682038, 0.255210, -0.307295)  0.04
N (3.136445, -1.839775, -1.735204)  0.07
N (4.653514, -0.229277, -1.022900)  0.04
C (-2.524767, 3.217776, -0.182777)  0.00
C (-0.308852, -3.210426, 3.951460)  0.00
C (-1.690649, -1.543220, -2.681348)  0.00
C (-1.351814, -0.722976, -1.621731)  0.03
C (0.246792, 2.146154, -3.150633)  0.01
C (-3.169848, -1.978729, 2.917498)  0.00
C (1.292105, 0.224663, -4.055538)  0.00
C (-2.021872, 0.472013, -1.380748)  0.02
C (4.381905, -1.291331, -1.787435)  -0.01
C (-1.274583, 0.554682, 2.678194)  -0.01
C (-2.813109, 5.606020, -0.290468)  0.00
C (0.220919, -3.802982, 5.082252)  0.00
C (-4.874925, -3.128697, 1.684847)  0.00
C (-1.987913, 4.493384, -0.287556)  0.00
C (5.109790, 1.831567, 0.882831)  0.00
C (2.812124, 2.912184, 2.021592)  0.01
C (5.194652, 2.888703, 1.763679)  0.00
C (0.078228, -1.930975, 3.569509)  0.01
C (-4.182827, 5.456704, -0.174539)  0.00
C (-2.734376, -2.694054, 0.684841)  0.00
C (5.359823, -1.869538, -2.626900)  0.01
C (-0.205945, 2.502278, -4.404759)  0.00
C (-4.010957, -3.230976, 0.608912)  0.00
C (2.707395, 1.849395, 1.153529)  -0.02
C (0.967454, 0.954878, -2.885140)  -0.01
C (-3.903377, 3.082625, -0.054040)  0.00
C (5.035201, -2.972256, -3.374929)  0.00
C (-4.730139, 4.190920, -0.049525)  0.00
C (0.088021, 1.711555, -5.510571)  0.01
C (0.861917, 0.574075, -5.322439)  0.00
C (3.852586, 1.295800, 0.553517)  -0.05
C (2.843685, -2.904662, -2.460629)  -0.01
C (-3.020634, 0.849714, -2.269030)  0.00
C (1.164085, -3.132029, 5.843882)  0.00
C (-2.286811, 1.095679, 1.692780)  0.00
C (4.057423, 3.445135, 2.328785)  0.00
C (-2.718419, -1.169203, -3.532536)  0.00
C (2.589168, -1.754197, 0.995387)  -0.07
C (-4.441680, -2.513136, 2.846783)  0.00
C (-2.303413, -2.041719, 1.831602)  0.00
C (1.025669, -1.265605, 4.340822)  0.01
C (3.748030, -3.511543, -3.302527)  0.01
C (1.563441, -1.859749, 5.468186)  0.00
C (-3.369636, 0.036762, -3.333977)  0.00
H (2.281075, -1.384023, 1.979576)  0.00
H (-1.151441, -2.466714, -2.854647)  0.00
H (-4.828193, 6.324111, -0.174324)  0.00
H (-3.060627, 0.350441, 1.492396)  0.00
H (-2.776579, 1.986320, 2.097173)  0.00
H (-1.031238, -3.754829, 3.354496)  0.00
H (3.638209, -2.040335, 1.047080)  -0.01
H (-0.516408, -1.002942, -0.972515)  -0.02
H (6.161347, 3.285492, 2.032622)  0.00
H (-5.099893, -2.447145, 3.699186)  0.00
H (4.138238, 4.280897, 3.007465)  0.00
H (-1.717471, 0.392904, 3.666026)  0.00
H (1.834381, -3.278099, -2.373251)  0.00
H (-2.841494, -1.513425, 3.837771)  0.00
H (6.340380, -1.425712, -2.663949)  0.00
H (1.582634, -3.598711, 6.722975)  0.00
H (-2.991604, -1.798348, -4.366804)  0.00
H (1.925936, 3.331133, 2.474800)  0.00
H (-0.455994, 1.276395, 2.796803)  0.00
H (3.458862, -4.364753, -3.891500)  0.00
H (5.772355, -3.427706, -4.016230)  0.00
H (1.352653, -0.268587, 4.054833)  0.00
H (1.732636, 1.432566, 0.900170)  0.07
H (-5.875142, -3.532104, 1.627160)  0.00
H (2.307720, -1.331855, 6.048478)  0.00
H (-0.091803, -4.798645, 5.359874)  0.00
H (5.994415, 1.387006, 0.456822)  0.00
H (-2.388001, 6.595457, -0.381605)  0.00
H (-2.064659, -2.794512, -0.161405)  0.00
H (-3.512575, 1.804082, -2.142793)  0.00
H (-4.335004, 2.094862, 0.060697)  0.00
H (-5.799629, 4.067770, 0.062818)  0.00
H (-4.149749, 0.351465, -4.013156)  0.00
H (-0.913568, 4.603577, -0.367183)  0.00
H (-4.328684, -3.725989, -0.296939)  0.00

Forces on the atoms, in the same order (eV/Å):
0.123 -0.183 0.116
-0.188 -0.079 0.346
-0.211 0.243 0.502
-0.991 -0.297 -1.112
0.065 -0.007 -0.509
-0.013 -0.104 -0.042
0.028 0.027 0.012
0.060 -0.091 -0.036
-0.006 0.053 0.057
0.028 0.040 0.487
1.421 -2.071 -3.194
0.877 0.873 -0.084
0.151 3.334 3.123
0.048 -0.108 -0.043
-0.166 -0.027 -0.197
-0.068 -0.029 -0.043
0.398 -0.104 0.411
0.172 -0.303 0.306
0.075 0.061 0.153
-0.225 0.330 0.277
0.041 0.164 0.010
-1.509 -2.697 -1.688
-0.032 0.046 0.230
0.018 0.194 -0.016
0.089 -0.059 0.091
0.024 -0.047 -0.099
0.208 -0.216 -0.085
-0.320 -0.321 -0.147
0.046 0.231 0.197
0.227 0.113 0.074
0.071 -0.024 -0.072
-0.086 0.135 -0.003
0.366 -0.024 -0.143
-0.243 0.827 0.787
0.083 -0.068 -0.121
-0.079 -0.066 -0.049
-0.034 -0.669 -0.569
-0.342 0.354 -1.368
-0.108 -0.134 0.040
-0.489 -0.429 -0.156
-0.124 -0.064 0.008
0.111 -0.088 0.237
-0.275 0.363 0.074
1.074 1.693 1.336
-0.193 -0.222 0.011
-0.021 0.213 0.106
-0.037 0.015 0.001
-0.258 0.010 -0.131
-0.188 -0.201 -0.132
0.005 0.032 -0.151
-0.152 -0.752 1.644
-0.074 0.022 0.117
0.038 0.042 0.052
-0.084 0.244 -0.205
0.665 0.291 0.052
0.154 -0.001 0.152
-0.088 -0.088 -0.066
0.087 -0.313 -0.008
0.020 -0.019 0.040
-0.007 0.061 0.001
-0.016 0.149 -0.054
0.084 -0.070 -0.123
0.024 0.014 0.026
0.030 -0.066 -0.055
-0.414 -0.024 -0.198
0.134 0.031 -0.046
-0.077 0.016 0.122
0.017 0.038 0.066
0.091 -0.077 -0.082
-0.076 0.011 0.010
-0.022 0.050 0.052
0.142 0.053 0.037
0.054 -0.026 0.075
-0.012 -0.067 -0.076
-0.120 0.001 -0.042
0.023 -0.214 0.011
-0.024 -0.115 -0.054
0.112 -0.006 -0.100
-0.001 -0.040 0.032
0.051 0.191 0.078
-0.070 -0.051 -0.029
0.018 0.037 0.049
-0.035 -0.089 0.036
0.103 -0.010 -0.085
0.058 0.056 -0.001
-0.067 0.053 0.035
-0.061 -0.012 -0.067
-0.040 0.004 -0.002
-0.021 -0.004 -0.027
-0.038 0.009 -0.044
0.008 0.089 -0.038
-0.022 -0.037 -0.088

The value obtained for the LUMO energy (alpha / beta) is -2.0 / -1.9 eV. The value obtained for the HOMO-LUMO gap (alpha / beta) is 0.194 / 0.210 hartree. The calculation puts the largest force on an atom at 4.57 eV Å⁻¹. The energy above the lowest of the compared OMol25 structures with the same formula, charge and spin is 37.67 kcal/mol. Its charge is 0. The total energy is -8588.40019 Ha. As for the multiplicity: 4.

=====

- Look up the charge of the second one.
  0

=====

- The highest largest force on an atom belongs to which entry?
  C18H37O3P3Pt